[1]
14
Properties=species:S:1:pos:R:3 method="wB97M-V/def2-TZVPD" de_lowest_kcal_mol=65.05 gap_ha=0.3942 smiles=C1O[C@@H]2O[C@H]1[C@@H]1O[C@H]21
C 1.10708 -0.96392 -0.26577
C 0.14030 1.07846 -0.41593
C 0.52536 -0.40378 1.01122
C -0.96002 -0.40811 0.79283
C -1.26897 0.59800 -0.20514
H 0.69412 -1.97788 -0.57366
H 2.17852 -1.11291 -0.20610
H 0.36906 2.01991 -0.84711
H 0.93596 -0.75026 1.96970
H -1.71381 -0.72450 1.56257
H -2.16297 1.16945 -0.31360
O 0.88638 0.04850 -1.13344
O 0.74026 0.95540 0.84212
O -1.32207 -0.75736 -0.59557


[2]
46
Properties=species:S:1:pos:R:3 method="wB97M-V/def2-TZVPD" de_lowest_kcal_mol=396.42 gap_ha=0.3111
C 2.73959 1.89319 0.60120
C 1.80739 0.83840 0.28357
C 0.36767 0.65955 0.44485
N 0.14022 -0.54638 -0.04380
C 1.30074 -1.01754 -0.56813
C 2.44386 -0.42760 -0.41389
C 3.82950 -0.88209 -0.84971
O 4.60629 0.00534 -1.00590
C 3.70435 -2.15787 -1.59951
H 3.91002 -2.82457 -0.60631
H 4.45284 -2.40965 -2.31294
C 2.39671 -2.66003 -2.36849
C 2.24288 -1.66059 -3.38109
C 2.04021 -2.28782 -4.74578
C 1.82796 -0.93241 -5.54305
C 1.82350 -0.15361 -4.51428
O 2.01666 -0.47614 -3.17944
H 1.61085 0.95271 -4.59919
H 1.57241 -0.92529 -6.55427
H 2.26657 -3.33213 -5.10898
H 2.55478 -3.63895 -2.59908
C 1.27065 -2.79282 -1.25389
H 1.28324 -3.45647 -0.47189
H 0.32730 -2.96198 -1.70524
H -0.95323 -0.82676 -0.25018
C -0.49193 1.55496 1.04173
O -0.05516 2.70103 1.61237
O -1.81758 0.97621 0.83638
C -2.59952 1.66845 1.56892
H -3.60709 1.44073 1.12486
H -2.60688 2.82181 1.32923
C -2.74798 1.55033 2.96864
H -1.80474 1.55265 3.47430
C -3.72297 2.35937 3.80055
H -3.50650 2.37274 4.83644
C -5.24807 1.32079 3.51276
H -5.63148 1.84951 2.54805
C -4.49265 -0.21543 3.63909
H -4.68901 -0.56303 4.42401
O -3.12449 -0.07814 3.18332
H -4.96740 -0.64293 2.88367
H -5.70970 1.29072 4.37911
H -3.80683 3.25469 3.32672
H 2.29032 2.79482 0.95987
H 3.51111 1.65244 1.12670
H 3.24562 2.35977 -0.23133


[3]
15
Properties=species:S:1:pos:R:3 method="wB97M-V/def2-TZVPD" de_lowest_kcal_mol=0.00 gap_ha=0.2222 total_charge=-1
N -0.55328 0.11269 0.22828
S -1.94205 0.56074 -0.86814
O -3.09696 -0.07132 -0.13612
O -1.91570 2.05208 -0.66189
S 0.91427 0.29819 -0.24691
O 1.22786 0.00873 -1.66838
O 1.70646 -0.54014 0.72985
C 1.54113 2.01415 0.08249
F 1.50016 2.69293 -1.05346
F 0.77072 2.58303 0.99212
F 2.78469 1.96642 0.52761
O 0.07887 -3.20948 -0.15211
Mg 0.07417 -1.80959 1.19532
O -1.17006 -3.40336 0.80984
H -1.92028 -3.25506 0.22149


[4]
25
Properties=species:S:1:pos:R:3 method="wB97M-V/def2-TZVPD" de_lowest_kcal_mol=0.00 gap_ha=0.1977
C 3.85667 1.81398 0.66838
C -3.50308 -2.37354 0.55691
C 2.74873 1.58320 1.47036
C 3.78804 1.56358 -0.69526
C -3.70503 -1.65441 -0.61129
C -2.27489 -2.32500 1.19946
C 1.58021 1.09624 0.92188
C 2.62490 1.07824 -1.25539
C -2.68254 -0.89785 -1.14793
C -1.24930 -1.56616 0.67585
C 1.49937 0.83057 -0.45209
C -1.43406 -0.84632 -0.51264
F -0.13844 0.38564 -2.79839
Si -0.05927 0.17885 -1.20168
Br -2.32309 2.97880 0.52725
H 4.76858 2.19277 1.10527
H -4.30278 -2.96946 0.97043
H 2.79768 1.79059 2.52822
H 4.64722 1.74704 -1.32392
H -4.66863 -1.69006 -1.09316
H -2.12029 -2.88082 2.11177
H 0.71591 0.94320 1.54972
H 2.57785 0.88794 -2.31711
H -2.85166 -0.33339 -2.05246
H -0.29209 -1.53363 1.17581


[5]
12
Properties=species:S:1:pos:R:3 method="wB97M-V/def2-TZVPD" de_lowest_kcal_mol=82.62 gap_ha=0.3394 smiles="CCN=O.O=C=O"
C 1.21390 2.53368 -0.96541
C -1.46405 -0.89274 0.16512
C 0.00554 -0.87799 0.66084
N 0.90012 -0.51179 -0.37851
O 2.07700 3.23249 -0.67452
O 0.42616 1.72123 -1.18335
O 2.02954 -0.33061 0.04621
H -1.50529 -1.47857 -0.67747
H -2.32809 -1.19603 0.81769
H -1.87780 0.09032 -0.18307
H 0.07155 -0.35268 1.53926
H 0.45142 -1.93731 0.83322


[6]
75
Properties=species:S:1:pos:R:3 method="wB97M-V/def2-TZVPD" multiplicity=3 s2=2.0128 gap_ha="0.2251 / 0.2046" total_charge=-2
Pd -2.19667 -2.52095 -1.19912
F 0.20437 -3.56991 0.66758
B -1.95211 0.44724 -0.01621
H -2.29544 0.02559 0.91577
H -2.75612 0.40213 -0.73438
H -1.68032 1.46852 0.20141
H -1.07896 -0.09044 -0.35201
S 0.77634 -3.10355 -4.49643
O 0.43057 -4.47210 -4.88914
O 1.46004 -2.43471 -5.62021
O -0.38196 -2.36178 -3.96592
O 1.60317 -3.29010 -3.39741
C -7.23871 -3.10371 1.08211
C -6.20528 -3.07237 -0.04841
C -6.22023 -1.87708 -1.02760
O -5.33188 -2.20095 -2.10866
C -5.52366 -1.22705 -3.10518
N -4.89560 -3.08095 0.60203
H -6.77746 -3.43268 2.01331
H -8.09231 -3.75116 0.88141
H -7.42039 -2.05672 1.32481
H -6.32547 -4.01423 -0.58371
H -6.01562 -1.00991 -0.39970
H -7.24915 -1.77469 -1.37249
H -5.76414 -0.20734 -2.80443
H -6.39909 -1.44504 -3.71689
H -4.72345 -0.95654 -3.79407
H -4.98047 -2.47812 1.40793
H -4.80667 -4.01129 0.98501
C 3.88474 1.08949 -0.75258
C 4.94652 0.05530 -0.38045
C 5.94352 0.72611 0.59739
O 6.93247 -0.26268 0.80701
C 7.81346 0.09499 1.85225
N 4.40624 -1.17350 0.24771
H 3.69235 1.82536 0.02818
H 3.05021 0.73189 -1.35573
H 4.39874 1.61839 -1.55519
H 5.52564 -0.27128 -1.24421
H 5.34673 1.05482 1.44820
H 6.18979 1.66570 0.10279
H 7.37074 0.18332 2.84437
H 8.33157 1.03800 1.67793
H 8.56639 -0.68646 1.74956
H 5.30083 -1.35940 0.67812
H 3.97157 -0.69948 1.02646
C -0.90257 1.25205 5.22857
C 0.59962 0.94198 5.01026
C 1.13330 -0.16168 5.98344
O 0.86579 0.30883 7.32860
C 0.66468 -0.71926 8.31312
N 0.75192 0.25057 3.75593
H -1.01689 1.54549 6.27210
H -1.49724 0.37412 4.97615
H -1.10889 2.01674 4.47972
H 1.17935 1.86495 4.99835
H 2.17129 -0.48634 5.91088
H 0.54951 -1.05803 5.77402
H 1.69949 -0.80799 8.64388
H 0.30630 -1.68932 7.96869
H -0.01823 -0.39549 9.09857
H 0.29930 -0.65228 3.76530
H 0.14537 0.74583 3.11804
C 1.05365 5.50836 -6.49000
C 1.08631 4.62575 -7.48395
C 0.88325 3.20529 -7.26546
C 0.69896 2.83882 -6.01858
C 0.61034 3.79081 -4.95100
C 0.73113 5.13769 -5.20843
H 1.38851 6.52054 -6.66252
H 1.58852 4.91539 -8.39515
H 0.94542 2.53872 -8.11294
H 0.26102 1.86527 -5.85485
H 0.42029 3.39732 -3.96335
H 0.67590 5.89488 -4.44031